# 1
81
Properties=species:S:1:pos:R:3 method="wB97M-V/def2-TZVPD" charge=+1 e_above_lowest_kj_mol=209.2 homo_lumo_gap_ev=5.31 e_tot_ha=-3273.61612
Bi -0.175 -0.340 0.074
O 3.983 0.602 -0.493
C 2.962 0.078 -0.090
N 1.799 0.736 0.244
C 1.839 2.052 0.753
C 2.958 2.700 1.170
C 2.929 3.972 1.860
C 1.787 4.576 2.173
C 0.481 4.011 1.750
C 0.562 2.687 0.990
N -0.520 2.039 0.646
C -1.782 2.543 1.041
O -1.983 3.933 0.954
C -2.979 1.673 0.787
C -4.221 2.105 1.218
C -5.305 1.259 1.052
C -5.111 0.022 0.459
C -3.837 -0.320 0.046
N -2.781 0.490 0.193
C 2.939 -1.414 0.170
C 4.123 -2.126 0.185
C 4.076 -3.473 0.511
C 2.856 -4.053 0.818
C 1.710 -3.274 0.776
N 1.759 -1.980 0.446
H 3.919 2.234 1.005
H 3.872 4.406 2.166
H 1.769 5.519 2.705
H -0.033 4.755 1.144
H -4.317 3.069 1.699
H -6.286 1.552 1.404
H -5.926 -0.680 0.347
H -3.642 -1.281 -0.416
H 5.047 -1.613 -0.046
H 4.983 -4.063 0.525
H 2.785 -5.095 1.100
H 0.727 -3.672 1.003
C -2.076 1.661 -2.733
P -0.372 1.205 -2.275
C 0.549 2.767 -2.422
C 0.217 0.286 -3.747
C -0.326 -1.149 -3.763
P 0.316 -2.084 -2.317
C -0.538 -3.684 -2.479
C 2.010 -2.476 -2.878
H -2.091 2.048 -3.753
H -2.442 2.431 -2.053
H -2.736 0.799 -2.655
H 0.532 3.077 -3.467
H 1.583 2.626 -2.104
H 0.084 3.542 -1.813
H 1.311 0.289 -3.710
H -0.080 0.836 -4.641
H -0.033 -1.665 -4.679
H -1.420 -1.153 -3.720
H -0.443 -4.047 -3.504
H -1.589 -3.578 -2.215
H -0.093 -4.408 -1.795
H 1.968 -2.850 -3.902
H 2.434 -3.248 -2.234
H 2.660 -1.601 -2.837
F -4.416 0.268 4.202
C -3.095 0.225 4.045
C -2.379 1.373 4.323
F -3.049 2.442 4.737
C -1.003 1.459 4.127
C -0.395 0.262 3.749
C -1.113 -0.874 3.453
F -0.408 -1.960 3.083
C -2.513 -0.916 3.471
C -3.247 -1.978 2.816
C -2.660 -2.535 1.671
N -2.147 -2.867 0.676
C -4.616 -2.269 3.059
N -5.727 -2.535 3.234
F 0.924 0.228 3.509
C -0.199 2.690 3.849
C 1.079 2.785 4.507
N 2.050 2.867 5.119
C -0.514 3.502 2.815
N -1.816 3.315 2.281

=====

# 2
81
Properties=species:S:1:pos:R:3 method="wB97M-V/def2-TZVPD" charge=-1 e_above_lowest_kj_mol=68.2 homo_lumo_gap_ev=4.13 e_tot_ha=-7160.19139
Hf 0.698 0.320 -0.200
O -2.363 2.048 -1.139
C -3.590 1.732 -0.667
C -4.717 2.368 -1.183
C -5.994 1.875 -0.825
C -6.111 0.873 0.115
C -4.967 0.410 0.740
C -3.729 0.711 0.303
C -2.484 -0.126 0.758
O -1.366 0.153 -0.024
N -2.815 -1.542 0.691
N -2.338 -2.458 -0.166
C -2.879 -3.627 0.010
C -2.332 -4.796 -0.542
Br -1.441 -4.899 -2.243
C -2.497 -6.004 0.084
C -2.690 -6.355 1.490
C -2.578 -5.460 2.618
C -2.579 -5.991 3.901
C -2.817 -7.328 4.184
C -2.931 -8.230 3.068
C -2.871 -7.766 1.755
H -1.716 1.371 -0.780
H -4.570 3.181 -1.891
H -6.835 2.419 -1.198
H -7.033 0.358 0.248
H -5.124 -0.246 1.596
H -2.262 0.228 1.812
H -3.701 -1.733 1.149
H -3.705 -3.709 0.738
H -2.283 -6.914 -0.504
H -2.517 -4.407 2.428
H -2.246 -5.372 4.700
H -2.902 -7.620 5.244
H -3.115 -9.254 3.345
H -3.017 -8.494 0.941
O 5.446 -3.640 2.664
C 4.403 -3.140 2.291
S 3.273 -3.807 1.121
C 2.003 -2.618 1.345
C 2.282 -1.611 2.265
S 1.246 -0.294 2.546
S 3.820 -1.561 2.979
S 0.731 -2.420 0.231
Cl 6.025 -1.577 -4.976
C 5.022 -0.875 -3.800
C 5.663 -0.497 -2.613
C 4.859 -0.172 -1.543
Cl 5.543 0.172 0.000
C 3.472 -0.164 -1.617
O 2.719 0.067 -0.545
C 2.806 -0.543 -2.886
C 1.399 -0.704 -2.957
O 0.598 -0.252 -2.111
C 3.661 -0.769 -4.005
H 6.769 -0.498 -2.595
H 1.073 -1.238 -3.816
H 3.287 -0.765 -5.009
C 1.697 8.505 -0.275
C 1.766 6.927 -0.298
C 2.006 6.211 0.849
C 1.974 4.801 0.892
C 2.371 4.155 2.158
C 1.603 4.131 -0.333
C 1.564 4.872 -1.553
C 1.647 4.112 -2.856
C 1.648 6.244 -1.557
C 1.064 2.793 -0.283
O 0.714 2.161 -1.371
O 0.812 2.187 0.837
H 2.674 8.960 -0.076
H 0.944 8.874 0.464
H 1.418 8.753 -1.256
H 2.354 6.839 1.672
H 3.371 4.577 2.554
H 2.540 3.062 2.206
H 1.588 4.368 2.868
H 1.742 4.827 -3.770
H 0.750 3.551 -3.014
H 2.534 3.448 -2.879
H 1.540 6.832 -2.503

=====

# 3
82
Properties=species:S:1:pos:R:3 method="wB97M-V/def2-TZVPD" charge=-2 e_above_lowest_kj_mol=80.1 homo_lumo_gap_ev=6.32 e_tot_ha=-7453.28908
Zn -1.153 -0.380 0.255
O -0.896 3.480 -1.053
C -1.195 2.369 -0.613
O -0.460 1.346 -0.506
C -2.654 2.188 -0.160
C -3.560 3.239 -0.242
C -4.865 3.026 0.161
C -5.233 1.767 0.620
C -4.267 0.777 0.663
N -3.007 0.989 0.293
H -3.205 4.187 -0.618
H -5.595 3.826 0.115
H -6.244 1.553 0.937
H -4.510 -0.225 1.000
N 1.171 -0.055 6.875
C -0.056 0.347 6.431
O -0.864 0.864 7.187
C -0.311 0.073 4.983
C 0.700 0.097 4.078
C 0.436 -0.317 2.693
N -0.894 -0.158 2.268
C -1.852 -0.230 3.199
C -1.642 -0.173 4.553
H 1.395 0.081 7.843
H 1.767 -0.605 6.284
H 1.708 0.396 4.336
H 1.136 0.085 1.965
H -2.870 -0.283 2.824
H -2.459 -0.192 5.258
O -0.976 -3.023 1.479
S 0.417 -2.629 1.356
O 0.828 -1.853 2.669
O 0.584 -1.625 0.259
O 1.358 -3.719 1.250
O 3.592 0.849 0.190
P 3.640 0.260 -1.173
C 2.184 0.424 -2.213
C 1.822 1.691 -2.669
C 0.666 1.854 -3.409
C -0.137 0.754 -3.688
C 0.204 -0.507 -3.223
C 1.368 -0.670 -2.483
C 4.067 -1.496 -1.175
C 3.788 -2.237 -0.035
C 4.078 -3.597 -0.004
C 4.653 -4.207 -1.105
C 4.927 -3.469 -2.253
C 4.629 -2.119 -2.290
C 4.985 1.039 -2.142
C 4.997 1.110 -3.533
C 6.077 1.674 -4.198
C 7.150 2.180 -3.477
C 7.138 2.127 -2.089
C 6.059 1.561 -1.426
H 2.428 2.554 -2.415
H 0.364 2.845 -3.721
H -1.060 0.886 -4.241
H -0.453 -1.354 -3.379
H 1.618 -1.646 -2.089
H 3.309 -1.758 0.808
H 3.796 -4.173 0.865
H 4.868 -5.269 -1.083
H 5.359 -3.953 -3.121
H 4.832 -1.548 -3.188
H 4.146 0.739 -4.091
H 6.077 1.728 -5.280
H 7.992 2.622 -3.997
H 7.968 2.534 -1.525
H 6.021 1.527 -0.344
Br -5.148 -3.370 3.002
C -4.790 -3.674 1.159
C -5.560 -4.590 0.463
N -5.364 -4.848 -0.827
C -4.389 -4.176 -1.443
C -3.583 -3.228 -0.826
C -3.782 -2.978 0.524
C -2.561 -2.452 -1.650
O -2.263 -2.891 -2.760
O -2.152 -1.369 -1.127
H -6.356 -5.132 0.963
H -4.225 -4.388 -2.492
H -3.132 -2.297 1.055

=====

# 4
86
Properties=species:S:1:pos:R:3 method="wB97M-V/def2-TZVPD" charge=-2 multiplicity=3 e_above_lowest_kj_mol=580.5 homo_lumo_gap_ev="5.93 / 5.98" e_tot_ha=-5770.00542
Ni -0.403 0.514 -0.945
O -1.872 7.475 -0.178
C -2.754 6.380 -0.390
C -1.978 5.097 -0.527
C -1.150 4.884 -1.575
C -0.349 3.669 -1.618
N -0.721 2.563 -0.745
C -1.798 2.773 0.159
C -2.263 4.036 0.378
C -2.364 1.560 0.700
C -3.524 1.552 1.489
C -4.014 0.377 2.008
C -5.200 0.343 2.933
O -6.422 0.043 2.272
C -3.392 -0.814 1.627
C -2.286 -0.751 0.807
N -1.751 0.393 0.396
H -2.401 8.264 -0.031
H -3.339 6.542 -1.305
H -3.453 6.292 0.449
H -1.034 5.601 -2.374
H 0.118 3.389 -2.559
H -2.967 4.210 1.180
H -4.024 2.485 1.705
H -5.340 1.318 3.404
H -5.018 -0.401 3.721
H -6.237 -0.624 1.601
H -3.757 -1.771 1.974
H -1.790 -1.654 0.473
O 1.213 2.474 2.095
S 1.897 1.390 1.357
O 0.420 3.376 -0.483
O 0.956 0.553 0.542
C 3.021 2.335 0.165
C 3.946 3.068 0.911
C 5.055 3.654 0.335
C 5.280 3.514 -1.029
C 4.366 2.808 -1.784
C 3.240 2.219 -1.203
S 2.307 1.473 -2.565
O 3.231 0.515 -3.147
O 2.013 2.610 -3.424
O 1.058 0.795 -2.169
H 3.769 3.171 1.975
H 5.754 4.211 0.947
H 6.159 3.946 -1.492
H 4.490 2.673 -2.848
N -0.905 -0.299 -4.096
C -2.020 -0.098 -3.346
O -1.977 0.656 -2.335
C -3.243 -0.666 -3.816
C -4.467 -0.451 -3.167
N -5.507 -0.304 -2.681
C -3.265 -1.479 -4.957
N -3.280 -2.155 -5.897
H -0.037 -0.027 -3.651
H -0.881 -1.074 -4.737
Cl 1.338 -7.390 0.559
C 0.818 -6.474 1.931
C 0.315 -7.142 3.032
C -0.099 -6.413 4.134
C -0.036 -5.030 4.109
C 0.469 -4.368 3.003
Cl 0.442 -2.635 2.969
C 0.946 -5.075 1.881
N 1.496 -4.493 0.752
C 2.414 -3.442 0.787
C 3.277 -3.313 1.878
C 4.292 -2.376 1.870
C 4.476 -1.562 0.767
C 3.631 -1.690 -0.325
C 2.601 -2.618 -0.338
C 1.735 -2.743 -1.572
C 0.215 -2.632 -1.266
O -0.364 -3.717 -1.047
O -0.402 -1.524 -1.250
H 0.267 -8.221 3.022
H -0.484 -6.922 5.007
H -0.401 -4.449 4.944
H 0.865 -4.497 -0.068
H 3.154 -3.973 2.727
H 4.956 -2.300 2.722
H 5.281 -0.840 0.747
H 3.776 -1.078 -1.202
H 1.886 -3.735 -2.011
H 2.025 -1.976 -2.289